17
Properties=species:S:1:pos:R:3:forces:R:3:mulliken_charge:R:1 method="wB97M-V/def2-TZVPD" lumo_energy_ha="-0.008 / -0.002" e_above_lowest_ev=5.6143 orbital_gap_ev="7.65 / 8.12"
C 0.396430 -1.100466 0.920721 -0.10 -0.09 0.04 0.42
N 1.182950 -0.539492 1.900978 -0.32 0.04 -0.24 -0.42
C -0.442458 1.225344 0.009961 4.32 -2.12 1.52 -0.17
C -1.295163 1.818419 -0.870918 -1.89 1.09 -1.51 -0.90
N -0.179438 -2.213856 1.145171 0.04 0.04 0.05 -0.84
H 1.861636 0.161309 1.651972 -0.01 -0.23 0.19 0.22
H 1.298430 -1.101186 2.730048 0.18 0.17 -0.09 0.28
H -0.779685 -2.487449 0.373574 0.06 0.10 -0.05 0.28
H -0.640465 1.285410 1.076497 -0.33 0.07 -0.02 0.40
H -1.282855 1.616065 -1.930238 0.06 -0.13 -0.09 0.30
H -1.985100 2.586941 -0.550082 0.08 0.06 0.03 0.29
C 0.239183 -0.272978 -0.342371 2.23 4.32 2.81 0.38
C -0.093026 -0.865962 -1.525725 -0.56 -1.30 -2.79 -1.14
H 0.544623 -1.606958 -1.987924 0.05 -0.20 0.23 0.32
H 1.325981 0.402905 -0.390560 -1.14 -2.80 -0.52 0.10
H 0.753947 1.640179 -0.051349 -2.54 0.72 0.35 0.17
H -0.904991 -0.548223 -2.159755 -0.14 0.26 0.10 0.32

***

17
Properties=species:S:1:pos:R:3:forces:R:3:mulliken_charge:R:1 method="wB97M-V/def2-TZVPD" lumo_energy_ha="-0.005 / -0.017" e_above_lowest_ev=3.3268 orbital_gap_ev="8.27 / 9.17"
C 0.526003 -0.158799 -1.796623 0.30 0.10 -0.23 0.10
C -1.572102 -0.911769 -0.677276 0.02 0.08 -0.16 -1.15
C 0.732368 -1.604486 0.205877 0.10 -0.06 -0.03 -1.22
C 0.757601 2.261372 -0.159223 0.60 0.32 -0.25 -0.77
C -0.084016 -0.759668 -0.709173 -0.88 0.52 0.94 0.74
N 1.106839 0.396869 -2.624160 0.19 0.14 -0.52 -0.51
N -0.319350 1.480144 0.328296 -0.45 -1.04 0.09 -0.41
H -1.885154 -1.796144 -1.238123 0.01 -0.11 -0.01 0.37
H -1.909338 -1.025915 0.351362 -0.03 0.00 0.04 0.31
H -2.056688 -0.038748 -1.107026 -0.02 -0.04 0.01 0.36
H 0.446349 -2.650407 0.064638 0.06 -0.09 0.03 0.36
H 0.529815 -1.359564 1.249213 -0.03 0.00 0.04 0.30
H 1.796183 -1.504593 0.011417 0.07 0.00 0.05 0.37
H 1.740789 1.766501 -0.106285 -0.12 0.09 -0.02 0.30
H 0.562554 2.543553 -1.195533 0.13 0.06 0.10 0.32
H 0.845951 3.180272 0.439247 -0.07 0.00 -0.02 0.32
H -0.071391 1.093985 1.242396 0.12 0.03 -0.05 0.21

***

17
Properties=species:S:1:pos:R:3:forces:R:3:mulliken_charge:R:1 method="wB97M-V/def2-TZVPD" lumo_energy_ha=0.001 smiles="C=CC.C#N.C=N" e_above_lowest_ev=4.4309 orbital_gap_ev=9.52
C -1.366686 0.404122 -0.955432 -1.69 -1.27 1.51 -0.99
C -1.188394 -0.137598 0.295334 -1.81 0.02 -1.54 0.12
C -1.024745 -1.607590 0.527494 0.66 0.04 -0.18 -1.14
H -1.942002 1.313139 -1.062889 0.43 0.49 0.14 0.34
H -1.514420 -0.267238 -1.795708 0.70 -0.06 -0.09 0.34
H -1.510621 0.436443 1.161419 0.40 0.19 -0.03 0.40
H -0.205973 -1.813295 1.217117 0.03 -0.06 0.08 0.34
H -1.932066 -2.020712 0.969878 -0.06 0.12 0.02 0.36
H -0.823249 -2.143698 -0.404962 -0.05 0.11 0.10 0.34
C 1.198764 1.626077 -1.188444 -2.58 0.22 -1.09 0.46
N 1.954448 2.456958 -1.438823 0.48 -0.11 0.17 -0.49
H 0.059305 1.132794 -1.225307 2.86 0.58 0.32 0.01
C 1.605473 0.474422 0.947005 -2.38 -0.89 1.42 -0.10
N 2.303275 -0.522208 0.646297 1.26 0.48 -0.89 -0.49
H 0.440634 0.542510 0.755065 2.18 0.36 -0.38 -0.11
H 1.902652 1.100622 1.783671 0.21 0.20 0.01 0.33
H 2.043606 -0.974748 -0.231714 -0.64 -0.41 0.44 0.30

***

17
Properties=species:S:1:pos:R:3:forces:R:3:mulliken_charge:R:1 method="wB97M-V/def2-TZVPD" lumo_energy_ha=-0.005 e_above_lowest_ev=4.1406 orbital_gap_ev=8.23
C -0.820761 -0.320245 -1.286476 0.51 -0.54 0.13 -0.64
C -0.310816 0.987281 -0.619447 -0.36 0.22 0.16 -0.64
C 0.486798 0.772068 0.649437 -0.64 0.37 1.32 0.71
C -0.145199 0.414814 1.772319 0.55 0.95 0.47 -1.14
C 2.141443 -0.323873 0.187469 1.92 0.01 0.02 -0.29
N 1.943468 0.918078 0.472605 -1.34 -1.00 -1.92 -0.52
N -1.409985 -1.342301 -0.411601 0.11 0.52 -0.90 -0.56
H -1.547117 -0.091795 -2.066137 0.06 0.25 0.00 0.37
H 0.029941 -0.768491 -1.814324 0.02 -0.01 0.05 0.26
H -1.169419 1.622612 -0.381522 0.03 -0.03 0.07 0.40
H 0.299814 1.511386 -1.342507 0.12 0.22 -0.16 0.31
H -1.164696 0.746231 1.930815 -0.21 -0.74 -0.23 0.33
H 0.422229 0.097915 2.638469 -0.03 0.14 0.09 0.29
H 2.465895 -0.680464 -0.805040 0.88 0.21 0.14 0.27
H 2.198698 -1.099335 0.965825 -1.38 -0.35 -0.11 0.27
H -1.008703 -1.232618 0.504986 -0.24 -0.16 0.43 0.34
H -2.411590 -1.211261 -0.394872 0.00 -0.06 0.43 0.26

***

17
Properties=species:S:1:pos:R:3:forces:R:3:mulliken_charge:R:1 method="wB97M-V/def2-TZVPD" lumo_energy_ha=0.019 e_above_lowest_ev=4.9547 orbital_gap_ev=7.53
C -1.379695 1.369397 0.808704 -0.07 -0.11 -0.12 -1.42
C -0.767525 0.099296 0.288386 0.60 0.18 -0.52 0.68
N -1.412844 -0.504116 -0.781155 -0.04 -0.10 0.23 -0.43
N 0.386110 -1.909704 0.719399 -0.53 0.20 0.32 -0.74
C -0.073250 -0.777831 1.181506 1.13 -0.23 -0.59 -0.27
H -2.101017 0.003052 -1.316184 0.49 -0.18 -0.07 0.18
H -0.948251 -1.330297 -1.135045 -0.45 0.15 -0.16 0.25
H 0.972193 -2.393371 1.395906 -0.01 0.14 0.02 0.20
H 1.581333 -1.106372 -0.522166 -0.07 0.48 0.16 0.37
H 0.280075 -0.327992 2.113449 -0.13 -0.10 0.09 0.26
H -0.784407 1.793058 1.614957 0.04 0.01 -0.03 0.35
H -2.386744 1.178224 1.192918 0.01 -0.03 -0.01 0.41
H -1.470925 2.108395 0.011553 0.06 0.04 0.03 0.36
C 1.795259 -0.072736 -0.946051 0.57 -0.39 -0.88 -0.56
C 2.524739 0.484537 -1.764698 -0.71 -0.38 0.58 -0.26
H 3.088722 0.979141 -2.514774 0.12 0.20 0.02 0.39
H 0.696226 0.407320 -0.346703 -1.02 0.12 0.92 0.22

***

17
Properties=species:S:1:pos:R:3:forces:R:3:mulliken_charge:R:1 method="wB97M-V/def2-TZVPD" lumo_energy_ha=0.032 e_above_lowest_ev=0.8620 orbital_gap_ev=8.90
H 0.371270 -2.237605 1.031138 0.18 0.13 0.04 0.31
N 1.347415 -1.974406 1.211767 0.47 1.43 -0.94 -0.57
C 1.645266 -0.939302 0.499780 -0.38 -1.13 0.21 -0.44
C 0.717884 -0.228907 -0.444592 -0.59 0.08 1.84 0.54
N 1.154034 -0.154950 -1.750505 0.39 0.20 -0.90 -0.54
C -0.435760 0.285036 0.033140 0.00 -0.11 -0.25 0.72
C -0.840095 0.281941 1.488999 0.30 -0.08 0.02 -1.56
C -1.469818 0.937769 -0.852024 0.32 -0.04 -0.19 -1.40
H 2.676007 -0.547488 0.525485 -0.24 -0.26 0.17 0.36
H 0.794378 0.643376 -2.263899 0.28 -0.25 0.07 0.19
H 2.158553 -0.269030 -1.860121 -0.41 0.07 -0.06 0.24
H -1.243638 1.261524 1.769267 -0.10 -0.12 -0.14 0.38
H -1.616175 -0.470443 1.662320 -0.03 0.12 0.14 0.31
H -0.009717 0.089041 2.172874 -0.13 -0.12 -0.15 0.43
H -2.458542 0.510091 -0.652158 0.08 0.12 0.05 0.34
H -1.278842 0.799985 -1.919682 -0.01 0.00 0.10 0.37
H -1.512220 2.013374 -0.651792 -0.14 -0.04 -0.02 0.31

***

17
Properties=species:S:1:pos:R:3:forces:R:3:mulliken_charge:R:1 method="wB97M-V/def2-TZVPD" lumo_energy_ha=0.032 e_above_lowest_ev=4.0912 orbital_gap_ev=7.46
C 0.424511 1.216203 0.765674 0.86 -0.59 -0.02 -0.84
C 1.511885 -1.124843 0.954717 0.02 0.06 -0.04 -1.30
C 1.234810 0.097257 0.124322 -0.31 -0.03 -1.84 0.44
N -2.284423 -0.151400 -1.223816 0.60 0.41 0.44 -0.70
C -0.954690 0.744208 0.466034 -0.71 -1.15 -1.98 -0.22
C 0.762315 -0.098896 -1.193532 3.47 0.47 1.80 -0.75
N -1.068737 -0.094279 -0.552726 -2.29 1.33 1.33 0.24
H -2.960473 0.562745 -0.963381 -0.17 -0.64 -0.01 0.23
H -2.566355 -1.094756 -1.450299 -0.19 0.32 0.17 0.22
H 0.590185 1.304498 1.842440 0.02 0.12 -0.06 0.37
H 0.621433 2.190711 0.295394 -0.20 -0.07 0.10 0.28
H -1.840593 1.094975 0.997129 0.02 -0.02 -0.25 0.47
H 0.616732 -1.752875 1.072333 -0.02 -0.07 0.10 0.30
H 2.283114 -1.741269 0.487349 -0.06 0.01 0.05 0.34
H 1.872897 -0.848908 1.947165 -0.01 -0.08 0.03 0.33
H 0.774208 0.737823 -1.887398 -0.78 0.11 0.14 0.26
H 0.983180 -1.041193 -1.681407 -0.25 -0.19 0.03 0.34

***

17
Properties=species:S:1:pos:R:3:forces:R:3:mulliken_spin:R:1 method="wB97M-V/def2-TZVPD" lumo_energy_ha="0.040 / -0.009" multiplicity=3 e_above_lowest_ev=3.0339 orbital_gap_ev="7.61 / 7.86"
C 0.035917 -1.138404 -0.079190 0.33 -0.19 -0.28 -0.22
C 1.643483 -1.413332 -0.272131 -5.63 3.26 0.85 1.56
C -1.077366 -0.152341 -0.008473 6.03 -1.03 -0.61 0.40
C 1.969730 1.069118 0.142726 4.02 -0.41 0.32 0.04
C 2.622322 -0.280173 -0.225149 -0.67 -0.61 4.15 -0.01
N -3.339874 0.425005 0.102335 0.45 -0.15 -2.05 0.00
N -2.363507 -0.552573 -0.258444 -2.02 0.45 0.76 0.10
H -0.511636 -2.068681 -0.070699 0.45 -0.88 -0.15 -0.01
H -0.742377 0.940070 0.053572 -1.58 -1.60 -0.19 0.02
H 1.447475 1.564765 -0.566455 -1.88 1.03 -2.68 0.00
H 2.800760 1.779441 0.381358 -0.44 -0.54 -0.04 0.01
H 1.405632 0.991455 0.988366 -1.58 -0.35 2.36 0.00
H 3.347568 -0.448613 0.665535 -0.77 -0.04 -1.52 0.05
H 3.163714 -0.182030 -1.078265 1.79 0.13 -2.58 0.04
H -4.074244 0.486588 -0.607014 0.42 -0.06 0.80 0.00
H -3.603574 0.522840 1.054397 -0.27 -0.48 0.69 0.01
H -2.724017 -1.543138 -0.222466 1.35 1.49 0.17 0.00

***

17
Properties=species:S:1:pos:R:3:forces:R:3:mulliken_charge:R:1 method="wB97M-V/def2-TZVPD" lumo_energy_ha=-0.348 total_charge=+2 smiles="C=[N+](C)CC#[N+]C" e_above_lowest_ev=2.2404 orbital_gap_ev=11.28
C 1.090511 -0.431114 1.207988 -1.98 0.54 -1.27 0.01
N 1.419743 0.146315 0.113914 -2.14 1.10 1.25 0.10
C 2.746132 0.337628 -0.317982 2.75 -0.32 -1.33 -0.75
C 0.378741 0.584125 -0.846633 -0.77 -2.18 -4.61 -0.30
C -0.932968 0.037353 -0.460540 -2.75 0.85 1.45 0.17
N -2.000017 -0.140925 -0.033911 3.29 0.75 -1.91 0.12
C -3.331633 -0.333061 0.274322 -3.49 -2.31 3.54 -0.64
H 0.022441 -0.670604 1.352592 0.83 0.27 0.37 0.17
H 1.779272 -0.670484 1.952567 1.38 -0.61 0.88 0.28
H 2.908569 -0.387518 -1.206104 -0.05 1.32 1.26 0.37
H 3.418420 0.025805 0.508618 -0.23 0.39 -0.68 0.30
H 2.917668 1.402762 -0.619371 -0.05 -0.99 0.21 0.32
H 0.671775 -0.121610 -1.736067 -0.66 1.04 0.98 0.35
H 0.177937 1.572414 -1.588973 1.25 -1.64 3.05 0.47
H -3.827838 0.473784 0.909082 1.16 -0.32 -1.22 0.35
H -3.467730 -1.244385 1.091262 0.72 1.86 -2.30 0.32
H -3.971021 -0.580486 -0.600763 0.76 0.23 0.34 0.35

***

18
Properties=species:S:1:pos:R:3:forces:R:3:mulliken_charge:R:1 method="wB97M-V/def2-TZVPD" lumo_energy_ha=0.033 e_above_lowest_ev=3.2504 orbital_gap_ev=7.67
H 0.796754 1.347645 2.657637 0.01 -0.30 -0.05 0.23
N 0.488687 1.325809 1.690346 -0.87 -0.90 -0.51 -0.60
C -0.490102 0.488232 1.534087 -1.50 2.35 1.30 -0.09
N -1.280801 0.414136 0.360766 0.04 -0.56 0.88 -0.18
C -0.535801 0.052869 -0.716875 2.10 -0.20 -0.48 0.43
C -0.735165 0.789131 -2.006508 0.70 0.28 0.20 -1.37
C 0.642137 -0.558910 -0.278902 -1.02 -0.26 -2.17 0.49
C 0.760600 -1.857138 0.449895 -0.07 0.77 0.69 -1.40
O 1.834399 -0.037403 -0.705589 -0.13 0.42 -0.23 -0.59
H -1.014833 0.021574 2.379492 0.47 -0.12 0.10 0.40
H -2.273213 0.611411 0.312368 0.10 -0.42 0.48 0.23
H -1.791621 1.018755 -2.146767 -0.04 -0.10 -0.06 0.38
H -0.344322 0.221354 -2.850570 -0.15 0.01 0.02 0.32
H -0.203061 1.744196 -1.978900 -0.09 0.22 -0.13 0.29
H 1.399437 -2.537745 -0.116466 -0.01 0.09 -0.05 0.42
H 1.227935 -1.665868 1.419123 0.18 -0.35 0.16 0.34
H -0.215086 -2.317941 0.603965 0.04 0.04 -0.04 0.28
H 1.734056 0.939893 -0.607101 0.24 -0.95 -0.10 0.43